Entry 1:
Computed, not measured: C38H49F5IrNO3SSe as an isolated structure, with wB97M-V/def2-TZVPD.

```
99
Properties=species:S:1:pos:R:3:forces:R:3
Ir 0.286 -0.476 -0.258 -0.2 -0.6 0.3
C -7.542 0.130 -1.489 0.0 0.0 0.0
C -6.348 1.082 -1.421 0.0 0.0 0.0
C -6.583 2.062 -0.262 0.0 0.0 0.0
C -6.278 1.866 -2.740 0.0 0.0 0.0
C -5.031 0.341 -1.200 0.0 0.0 0.0
C -3.849 1.052 -1.065 0.0 0.0 0.0
C -2.662 0.386 -0.828 0.1 -0.1 0.0
Se -1.004 1.368 -0.823 -0.2 0.2 0.1
C -0.946 2.088 0.952 0.1 -0.1 0.0
C -1.678 3.222 1.256 0.0 0.0 -0.1
C -1.604 3.774 2.520 0.0 0.0 0.0
C -0.731 3.160 3.419 0.0 0.0 0.0
C 0.041 2.037 3.144 0.0 0.0 0.0
C -0.088 1.459 1.854 0.0 0.0 0.0
O 0.585 0.342 1.527 0.1 0.2 -0.1
C 1.007 1.492 4.206 0.0 0.0 0.0
C 2.438 1.532 3.658 0.0 0.0 0.0
C 0.656 0.051 4.587 0.0 0.0 0.0
C 0.975 2.322 5.492 0.0 0.0 0.0
C -2.430 5.012 2.867 0.0 0.0 0.0
C -3.918 4.713 2.637 0.0 0.0 0.0
C -2.249 5.438 4.324 0.0 0.0 0.0
C -2.002 6.177 1.965 0.0 0.0 0.0
C -2.567 -1.009 -0.723 -0.2 0.1 0.0
O -1.405 -1.614 -0.437 0.3 0.1 -0.1
C -3.748 -1.752 -0.957 0.0 0.0 0.0
C -4.932 -1.049 -1.165 0.0 0.0 0.0
C -3.721 -3.283 -1.049 0.0 0.0 0.0
C -5.102 -3.872 -1.348 0.0 0.0 0.0
C -3.231 -3.906 0.263 0.0 0.0 0.0
C -2.780 -3.698 -2.192 0.0 0.0 0.0
H -8.460 0.707 -1.616 0.0 0.0 0.0
H -7.641 -0.458 -0.575 0.0 0.0 0.0
H -7.464 -0.557 -2.335 0.0 0.0 0.0
H -7.525 2.597 -0.405 0.0 0.0 0.0
H -5.785 2.803 -0.194 0.0 0.0 0.0
H -6.630 1.530 0.690 0.0 0.0 0.0
H -7.209 2.412 -2.907 0.0 0.0 0.0
H -6.119 1.189 -3.582 0.0 0.0 0.0
H -5.461 2.589 -2.731 0.0 0.0 0.0
H -3.839 2.133 -1.148 0.0 0.0 0.0
H -2.307 3.664 0.490 0.0 0.0 0.0
H -0.640 3.596 4.401 0.0 0.0 0.0
H 2.538 0.874 2.797 0.0 0.0 0.0
H 3.144 1.207 4.428 0.0 0.0 0.0
H 2.705 2.548 3.360 0.0 0.0 0.0
H 0.735 -0.603 3.727 0.0 0.0 -0.1
H -0.357 -0.013 4.993 0.0 0.0 0.0
H 1.352 -0.305 5.351 0.0 0.0 0.0
H 1.296 3.352 5.323 0.0 0.0 0.0
H 1.665 1.875 6.210 0.0 0.0 0.0
H -0.016 2.333 5.949 0.0 0.0 0.0
H -4.252 3.895 3.279 0.0 0.0 0.0
H -4.117 4.430 1.603 0.0 0.0 0.0
H -4.520 5.597 2.864 0.0 0.0 0.0
H -2.539 4.643 5.015 0.0 0.0 0.0
H -2.880 6.305 4.529 0.0 0.0 0.0
H -1.217 5.722 4.537 0.0 0.0 0.0
H -2.165 5.947 0.911 0.0 0.0 0.0
H -0.942 6.399 2.099 0.0 0.0 0.0
H -2.576 7.075 2.206 0.0 0.0 0.0
H -5.833 -1.620 -1.322 0.0 0.0 0.0
H -5.828 -3.624 -0.571 0.0 0.0 0.0
H -5.020 -4.959 -1.389 0.0 0.0 0.0
H -5.491 -3.533 -2.310 0.0 0.0 0.0
H -3.893 -3.642 1.091 0.0 0.0 0.0
H -2.227 -3.560 0.488 0.1 0.0 0.1
H -3.220 -4.996 0.172 0.0 0.0 0.0
H -3.119 -3.277 -3.140 0.0 0.0 0.0
H -2.768 -4.787 -2.289 0.0 0.0 0.0
H -1.764 -3.351 -2.005 0.0 0.0 0.0
F 6.472 1.459 2.914 0.0 0.0 0.0
C 5.494 1.269 2.029 0.0 0.0 0.0
C 5.156 -0.013 1.632 0.0 0.0 0.0
F 5.831 -1.057 2.123 0.0 0.0 0.0
C 4.143 -0.199 0.710 0.0 0.1 0.0
F 3.900 -1.448 0.313 0.0 0.0 0.0
C 3.413 0.865 0.186 0.0 -0.1 0.1
S 2.166 0.641 -1.037 0.1 0.0 -0.1
C 3.785 2.139 0.602 -0.1 0.0 0.0
F 3.126 3.213 0.164 0.0 0.0 0.0
C 4.816 2.349 1.500 0.0 0.0 0.0
F 5.129 3.585 1.897 0.0 0.0 0.0
C -0.135 -5.187 1.899 0.0 0.0 0.0
N 0.236 -3.809 1.592 0.0 0.0 -0.1
C -0.248 -2.788 2.511 0.0 0.0 0.0
C 0.954 -3.485 0.517 -0.1 0.0 0.0
C 1.448 -4.564 -0.404 0.0 0.0 0.0
O 1.262 -2.313 0.221 0.1 0.1 -0.1
H -0.673 -5.184 2.844 0.0 0.0 0.0
H 0.741 -5.823 2.013 0.0 0.0 0.0
H -0.792 -5.603 1.136 0.0 0.0 0.0
H -1.337 -2.758 2.512 -0.1 0.0 0.0
H 0.126 -1.818 2.212 0.0 0.0 0.0
H 0.103 -3.019 3.518 0.0 0.0 0.0
H 1.472 -5.558 0.029 0.0 0.0 0.0
H 2.441 -4.275 -0.742 0.0 0.0 0.0
H 0.792 -4.576 -1.277 0.0 0.0 0.0
```
Forces are in eV/Å.

Calculated total energy in a.u.: -5161.17237
Max |F| in hartree/bohr: 0.01396
Multiplicity: 1
Charge: 0
LUMO energy in eV: -0.584

Löwdin atomic charge list, values in e, 8 entries: 0.98, -0.07, -0.56, -0.05, -0.04, -0.17, -0.07, -0.37

=====

Entry 2:
Computed, not measured: C37H35N5OPSSc as an isolated structure, with wB97M-V/def2-TZVPD.

```
81
Properties=species:S:1:pos:R:3:forces:R:3
Sc -0.891 0.478 -0.018 0.0 0.2 0.1
N 2.086 2.377 -3.287 0.0 0.0 -0.1
C 1.445 2.116 -2.155 -0.1 0.1 0.2
S 0.865 0.516 -1.924 0.1 0.1 0.0
N 1.322 3.128 -1.275 0.0 -0.1 -0.1
N -0.694 2.627 -0.232 0.1 0.0 0.1
C -1.710 2.460 0.795 -0.1 -0.3 0.0
C -1.705 3.268 2.031 0.0 0.1 0.0
C -1.345 4.615 2.029 0.0 0.0 0.0
C -1.327 5.348 3.210 0.0 0.0 0.0
C -1.692 4.750 4.406 0.0 0.0 0.0
C -2.082 3.415 4.417 0.0 0.0 0.0
C -2.079 2.681 3.244 0.0 0.0 0.0
C -2.964 1.932 0.288 0.2 -0.1 -0.1
C -4.240 2.226 0.812 0.1 0.0 0.0
C -5.335 1.603 0.274 0.0 0.0 -0.1
C -5.193 0.680 -0.779 0.0 0.0 0.0
C -3.936 0.414 -1.239 -0.1 0.1 0.0
N -2.842 1.012 -0.716 0.0 0.0 0.0
H 2.179 1.646 -3.974 0.0 0.0 0.0
H 2.500 3.273 -3.490 0.0 0.0 0.0
H -1.110 5.113 1.095 0.0 0.0 0.0
H -1.049 6.393 3.190 0.0 0.0 0.0
H -1.687 5.323 5.324 0.0 0.0 0.0
H -2.383 2.948 5.345 0.0 0.0 0.0
H -2.368 1.635 3.256 0.0 0.0 0.0
H -4.334 2.958 1.600 0.0 0.0 0.0
H -6.324 1.840 0.645 0.0 0.0 0.0
H -6.052 0.201 -1.226 0.0 0.0 0.0
H -3.765 -0.268 -2.062 0.0 0.0 0.0
C 2.770 3.136 1.401 0.0 0.0 0.0
C 1.634 2.198 0.980 -0.1 0.0 0.0
C 0.699 3.043 0.045 0.1 0.0 0.0
C 1.003 1.574 2.223 0.0 0.2 0.0
C 1.990 0.965 3.216 0.0 0.0 -0.1
O 1.225 -0.134 3.779 0.0 0.0 0.0
C 0.294 -0.438 2.885 0.0 0.1 0.0
N 0.149 0.402 1.917 0.0 -0.1 -0.1
C -0.509 -1.645 3.142 0.0 0.0 0.1
C -0.836 -1.906 4.469 0.0 0.0 0.0
C -1.633 -2.995 4.787 0.0 0.0 0.0
C -2.082 -3.834 3.782 0.0 0.0 0.0
C -1.726 -3.597 2.458 0.0 0.0 0.0
C -0.939 -2.506 2.117 0.0 0.0 0.0
P -0.426 -2.230 0.387 0.0 0.0 -0.1
C -1.205 -3.531 -0.590 0.0 -0.1 0.1
C -2.435 -3.269 -1.188 0.0 0.0 0.0
C -3.087 -4.257 -1.910 0.0 0.0 0.0
C -2.505 -5.510 -2.042 0.0 0.0 0.0
C -1.277 -5.777 -1.450 0.0 0.0 0.0
C -0.627 -4.794 -0.721 0.0 0.0 0.0
C 1.352 -2.612 0.372 0.0 0.1 0.0
C 2.084 -2.916 1.516 0.0 0.0 0.0
C 3.448 -3.164 1.424 0.0 0.0 0.0
C 4.085 -3.114 0.194 0.0 0.0 0.0
C 3.357 -2.822 -0.953 0.0 0.0 0.0
C 1.999 -2.566 -0.865 0.0 0.0 0.0
H 3.221 3.624 0.537 0.0 0.0 0.0
H 3.565 2.590 1.905 0.0 0.0 0.0
H 2.401 3.909 2.078 0.0 0.0 0.0
H 2.047 1.381 0.383 0.0 0.0 0.0
H 0.707 4.060 0.441 0.0 0.0 0.0
H -1.009 3.117 -1.066 0.0 0.0 0.0
H 1.702 4.025 -1.539 0.0 0.0 0.0
H 0.384 2.316 2.734 0.0 0.0 0.0
H 2.289 1.622 4.025 0.0 0.0 0.0
H 2.866 0.530 2.727 0.0 0.0 0.0
H -0.470 -1.249 5.247 0.0 0.0 0.0
H -1.896 -3.187 5.819 0.0 0.0 0.0
H -2.700 -4.688 4.023 0.0 0.0 0.0
H -2.062 -4.281 1.689 0.0 0.0 0.0
H -2.892 -2.292 -1.079 0.0 0.0 0.0
H -4.043 -4.051 -2.372 0.0 0.0 0.0
H -3.008 -6.281 -2.610 0.0 0.0 0.0
H -0.826 -6.754 -1.555 0.0 0.0 0.0
H 0.331 -5.005 -0.261 0.0 0.0 0.0
H 1.599 -2.992 2.481 0.0 0.0 0.0
H 4.008 -3.412 2.316 0.0 0.0 0.0
H 5.146 -3.314 0.124 0.0 0.0 0.0
H 3.848 -2.801 -1.917 0.0 0.0 0.0
H 1.435 -2.356 -1.767 0.0 0.0 0.0
```
Forces are in eV/Å.

Calculated total energy in a.u.: -3279.90963
Max |F| in hartree/bohr: 0.00677
Multiplicity: 1
Charge: +2
LUMO energy in eV: -5.315

Löwdin atomic charge list, values in e, 8 entries: 0.76, 0.14, -0.75, 0.74, 0.07, -0.04, -0.27, -0.24

=====

Entry 3:
Computed, not measured: C26H22AsClMoO3 as an isolated structure, with wB97M-V/def2-TZVPD.

```
54
Properties=species:S:1:pos:R:3:forces:R:3
Cl -0.029 3.643 -3.104 0.0 -2.5 1.1
C -2.024 0.150 -3.679 -0.1 0.1 0.4
C -1.197 -0.968 -3.434 0.1 0.2 0.4
C 0.054 -0.737 -4.065 0.3 0.3 0.2
H -1.462 -1.840 -2.860 0.0 -0.1 0.0
C 0.009 0.532 -4.692 0.9 -0.3 0.1
C -1.290 1.061 -4.469 -0.2 0.5 1.1
H -1.608 2.047 -4.758 -0.1 0.1 -0.2
H -3.031 0.287 -3.322 -0.1 0.0 -0.1
H 0.899 -1.406 -4.058 0.1 -0.1 0.0
C 1.087 1.180 -5.487 0.2 0.2 0.0
Mo -0.149 0.859 -2.267 -2.4 -2.2 -4.8
C 1.662 1.451 -1.826 8.0 2.1 1.8
O 2.761 1.723 -1.544 -4.8 -0.9 -1.6
C -1.045 1.821 -0.814 -4.1 5.3 5.6
O -1.562 2.460 0.014 2.4 -2.6 -3.8
H 2.070 0.932 -5.089 0.0 -0.1 -0.1
H 0.971 2.262 -5.457 0.0 0.0 -0.1
H 1.057 0.859 -6.532 -0.1 0.0 0.1
O 0.050 -0.667 -0.857 -0.2 1.0 -2.4
As 0.102 -0.481 0.815 0.2 -0.7 3.4
C 0.438 -2.204 1.659 0.4 0.0 -0.1
C -0.496 -3.236 1.511 0.1 -0.1 0.1
C -0.304 -4.455 2.168 0.3 0.5 0.0
C 0.824 -4.649 2.971 0.0 0.5 -0.3
C 1.760 -3.621 3.119 -0.5 0.1 -0.3
C 1.566 -2.398 2.469 -0.2 -0.2 -0.1
C 1.524 0.794 1.252 -0.2 0.1 0.1
C 1.225 2.025 1.854 0.2 0.0 -0.1
C 2.249 2.925 2.162 0.2 -0.4 -0.2
C 3.579 2.597 1.883 -0.5 -0.3 -0.1
C 3.883 1.366 1.294 -0.4 0.0 0.0
C 2.861 0.468 0.979 0.0 0.0 0.2
C -1.676 -0.005 1.488 -0.2 0.2 0.0
C -2.816 -0.084 0.675 0.0 0.0 0.4
C -4.068 0.272 1.187 0.5 0.0 0.3
C -4.186 0.706 2.512 0.5 -0.1 -0.2
C -3.054 0.772 3.329 0.0 -0.2 -0.5
C -1.804 0.410 2.821 0.0 0.0 -0.3
H -1.380 -3.086 0.905 -0.1 -0.1 0.0
H -1.035 -5.246 2.063 0.0 0.0 0.0
H 0.969 -5.590 3.485 0.0 0.0 0.0
H 2.630 -3.768 3.746 0.0 0.1 0.0
H 2.289 -1.610 2.612 0.1 0.1 0.0
H 0.202 2.292 2.076 -0.1 0.0 0.1
H 2.015 3.878 2.620 0.0 -0.1 0.0
H 4.372 3.293 2.123 0.0 0.0 0.0
H 4.914 1.112 1.078 -0.1 0.0 0.0
H 3.104 -0.481 0.518 0.1 -0.1 0.0
H -2.732 -0.419 -0.351 0.0 -0.1 -0.1
H -4.946 0.216 0.558 0.0 0.0 0.0
H -5.154 0.987 2.906 0.0 0.0 0.0
H -3.145 1.107 4.354 0.1 0.0 0.0
H -0.932 0.467 3.460 0.0 0.0 0.1
```
Forces are in eV/Å.

Calculated total energy in a.u.: -3993.22441
Max |F| in hartree/bohr: 0.16859
Multiplicity: 3
Charge: +2
LUMO energy (spin up / spin down) in eV: -9.022 / -10.104
<S²>: 2.081

Löwdin atomic charge list, values in e, 8 entries: 0.10, -0.11, -0.12, -0.09, 0.13, -0.36, -0.09, 0.11

=====

Q: Among the records above, which one has the lowest max |F|?
A: C37H35N5OPSSc

=====

Q: Which of these has the highest multiplicity?
A: C26H22AsClMoO3